{
  "formula": "C9H14BNO4",
  "method": "ωB97M-V with the def2-TZVPD basis set",
  "e_above_lowest_kcal_mol": 48.46,
  "largest_force_ha_per_bohr": 0.0711,
  "homo_ev": -9.120,
  "smiles": "CC(C)(C)OC(=O)[C@@]1(B(O)O)C=CC=N1",
  "lumo_energy_ev": 0.173,
  "species": ["C", "C", "C", "C", "O", "C", "O", "C", "B", "O", "O", "C", "C", "C", "N", "H", "H", "H", "H", "H", "H", "H", "H", "H", "H", "H", "H", "H", "H"],
  "positions_angstrom": [[-1.09998, -2.42297, 1.53947], [0.06156, -1.48680, 1.45731], [1.36788, -2.35432, 1.33388], [0.23588, -0.51436, 2.58924], [0.17355, -0.69501, 0.19040], [-0.62590, 0.30804, 0.05081], [-1.54017, 0.61301, 0.75565], [-0.28322, 1.42565, -1.33271], [0.09622, 0.42014, -2.48583], [1.17839, 0.67399, -3.17895], [-0.63862, -0.74910, -2.51986], [-1.25948, 2.42533, -1.68962], [-0.67858, 3.65153, -1.32556], [0.57428, 3.32369, -0.69253], [0.83193, 2.08635, -0.72655], [-0.65153, -3.40143, 1.74210], [-1.81353, -2.09426, 2.25456], [-1.49528, -2.44426, 0.52900], [1.46160, -3.37748, 1.81556], [2.11717, -1.72275, 1.73912], [1.64089, -2.34412, 0.17197], [0.40815, -1.17534, 3.42045], [1.16646, -0.04213, 2.25153], [-0.44032, 0.38381, 2.75482], [1.58849, -0.07879, -3.63258], [-0.33036, -1.39914, -3.17062], [-2.25437, 2.29278, -2.10182], [-1.06541, 4.69198, -1.45931], [1.27431, 4.00593, -0.27994]],
  "forces_ev_per_angstrom": [[0.461, -0.218, -1.323], [1.230, -0.461, -0.312], [0.389, 0.240, -2.450], [0.639, 1.433, -0.478], [0.332, -0.662, -0.295], [-1.383, 2.860, -1.814], [-0.278, -0.126, 0.091], [0.248, -2.830, 2.166], [-1.295, -1.052, 1.691], [2.167, -0.073, -1.647], [0.149, -0.047, -0.719], [0.067, 3.043, 1.016], [-1.784, -0.716, -0.751], [-0.482, 0.707, -0.642], [0.922, -1.415, 0.191], [-0.823, 0.086, 0.249], [-0.787, 0.010, 0.450], [-0.624, -0.304, 0.003], [-0.644, 1.334, -0.689], [1.157, 0.272, 0.475], [-0.662, -0.679, 2.501], [0.079, 0.373, 0.942], [0.226, 0.154, 0.899], [0.204, -1.909, -0.146], [-0.245, 0.417, -0.020], [-0.238, 0.290, 0.216], [0.314, -0.128, -0.051], [0.221, -1.246, 0.058], [0.440, 0.649, 0.389]],
  "lowdin_charge": [-0.0071, -0.5408, -0.0218, -0.0289, 0.0230, -0.3789, 0.1269, -0.2565, -0.6851, 0.2404, 0.1734, 0.0044, -0.0171, -0.1593, 0.1050, 0.0803, 0.0825, 0.1000, 0.1022, 0.0464, 0.1359, 0.0933, 0.0924, 0.1156, 0.1302, 0.1147, 0.1208, 0.1086, 0.0996]
}

{
  "formula": "C4H4O4",
  "method": "ωB97M-V with the def2-TZVPD basis set",
  "e_above_lowest_kcal_mol": 58.68,
  "largest_force_ha_per_bohr": 0.0603,
  "homo_ev": -10.238,
  "smiles": "O=CC(O)(C=O)C=O",
  "lumo_energy_ev": -0.100,
  "species": ["O", "C", "C", "O", "C", "O", "C", "O", "H", "H", "H", "H"],
  "positions_angstrom": [[1.55930, 1.41911, -0.76207], [0.74030, 1.26086, 0.07678], [-0.04987, -0.00519, 0.22587], [-0.78968, 0.11469, 1.43342], [-1.02968, -0.17409, -1.05555], [-2.22516, -0.18850, -0.87513], [0.90260, -1.21474, 0.34234], [1.66140, -1.51503, -0.54990], [0.57603, 1.94802, 0.87334], [-1.62952, 0.22229, 1.02186], [-0.56329, -0.28017, -2.05920], [0.84757, -1.58727, 1.32821]],
  "forces_ev_per_angstrom": [[0.821, 0.473, -1.226], [0.516, -0.843, -0.204], [-0.811, -0.704, -0.450], [1.124, -0.477, -1.035], [-0.114, -0.068, 1.185], [1.233, 0.147, -0.032], [0.614, 1.682, -2.530], [-0.859, -0.225, 1.102], [-0.437, 1.021, 0.932], [-2.277, 0.150, 0.369], [0.031, 0.070, 0.502], [0.158, -1.226, 1.386]],
  "lowdin_charge": [0.1243, -0.1956, -0.3887, 0.0197, -0.0857, 0.0850, -0.1364, 0.1037, 0.1317, 0.0622, 0.1553, 0.1245]
}

What did the first record say?
{
  "formula": "C9H14BNO4",
  "method": "ωB97M-V with the def2-TZVPD basis set",
  "e_above_lowest_kcal_mol": 48.46,
  "largest_force_ha_per_bohr": 0.0711,
  "homo_ev": -9.120,
  "smiles": "CC(C)(C)OC(=O)[C@@]1(B(O)O)C=CC=N1",
  "lumo_energy_ev": 0.173,
  "species": ["C", "C", "C", "C", "O", "C", "O", "C", "B", "O", "O", "C", "C", "C", "N", "H", "H", "H", "H", "H", "H", "H", "H", "H", "H", "H", "H", "H", "H"],
  "positions_angstrom": [[-1.09998, -2.42297, 1.53947], [0.06156, -1.48680, 1.45731], [1.36788, -2.35432, 1.33388], [0.23588, -0.51436, 2.58924], [0.17355, -0.69501, 0.19040], [-0.62590, 0.30804, 0.05081], [-1.54017, 0.61301, 0.75565], [-0.28322, 1.42565, -1.33271], [0.09622, 0.42014, -2.48583], [1.17839, 0.67399, -3.17895], [-0.63862, -0.74910, -2.51986], [-1.25948, 2.42533, -1.68962], [-0.67858, 3.65153, -1.32556], [0.57428, 3.32369, -0.69253], [0.83193, 2.08635, -0.72655], [-0.65153, -3.40143, 1.74210], [-1.81353, -2.09426, 2.25456], [-1.49528, -2.44426, 0.52900], [1.46160, -3.37748, 1.81556], [2.11717, -1.72275, 1.73912], [1.64089, -2.34412, 0.17197], [0.40815, -1.17534, 3.42045], [1.16646, -0.04213, 2.25153], [-0.44032, 0.38381, 2.75482], [1.58849, -0.07879, -3.63258], [-0.33036, -1.39914, -3.17062], [-2.25437, 2.29278, -2.10182], [-1.06541, 4.69198, -1.45931], [1.27431, 4.00593, -0.27994]],
  "forces_ev_per_angstrom": [[0.461, -0.218, -1.323], [1.230, -0.461, -0.312], [0.389, 0.240, -2.450], [0.639, 1.433, -0.478], [0.332, -0.662, -0.295], [-1.383, 2.860, -1.814], [-0.278, -0.126, 0.091], [0.248, -2.830, 2.166], [-1.295, -1.052, 1.691], [2.167, -0.073, -1.647], [0.149, -0.047, -0.719], [0.067, 3.043, 1.016], [-1.784, -0.716, -0.751], [-0.482, 0.707, -0.642], [0.922, -1.415, 0.191], [-0.823, 0.086, 0.249], [-0.787, 0.010, 0.450], [-0.624, -0.304, 0.003], [-0.644, 1.334, -0.689], [1.157, 0.272, 0.475], [-0.662, -0.679, 2.501], [0.079, 0.373, 0.942], [0.226, 0.154, 0.899], [0.204, -1.909, -0.146], [-0.245, 0.417, -0.020], [-0.238, 0.290, 0.216], [0.314, -0.128, -0.051], [0.221, -1.246, 0.058], [0.440, 0.649, 0.389]],
  "lowdin_charge": [-0.0071, -0.5408, -0.0218, -0.0289, 0.0230, -0.3789, 0.1269, -0.2565, -0.6851, 0.2404, 0.1734, 0.0044, -0.0171, -0.1593, 0.1050, 0.0803, 0.0825, 0.1000, 0.1022, 0.0464, 0.1359, 0.0933, 0.0924, 0.1156, 0.1302, 0.1147, 0.1208, 0.1086, 0.0996]
}

Please write out number 1 again, unchanged.
{
  "formula": "C9H14BNO4",
  "method": "ωB97M-V with the def2-TZVPD basis set",
  "e_above_lowest_kcal_mol": 48.46,
  "largest_force_ha_per_bohr": 0.0711,
  "homo_ev": -9.120,
  "smiles": "CC(C)(C)OC(=O)[C@@]1(B(O)O)C=CC=N1",
  "lumo_energy_ev": 0.173,
  "species": ["C", "C", "C", "C", "O", "C", "O", "C", "B", "O", "O", "C", "C", "C", "N", "H", "H", "H", "H", "H", "H", "H", "H", "H", "H", "H", "H", "H", "H"],
  "positions_angstrom": [[-1.09998, -2.42297, 1.53947], [0.06156, -1.48680, 1.45731], [1.36788, -2.35432, 1.33388], [0.23588, -0.51436, 2.58924], [0.17355, -0.69501, 0.19040], [-0.62590, 0.30804, 0.05081], [-1.54017, 0.61301, 0.75565], [-0.28322, 1.42565, -1.33271], [0.09622, 0.42014, -2.48583], [1.17839, 0.67399, -3.17895], [-0.63862, -0.74910, -2.51986], [-1.25948, 2.42533, -1.68962], [-0.67858, 3.65153, -1.32556], [0.57428, 3.32369, -0.69253], [0.83193, 2.08635, -0.72655], [-0.65153, -3.40143, 1.74210], [-1.81353, -2.09426, 2.25456], [-1.49528, -2.44426, 0.52900], [1.46160, -3.37748, 1.81556], [2.11717, -1.72275, 1.73912], [1.64089, -2.34412, 0.17197], [0.40815, -1.17534, 3.42045], [1.16646, -0.04213, 2.25153], [-0.44032, 0.38381, 2.75482], [1.58849, -0.07879, -3.63258], [-0.33036, -1.39914, -3.17062], [-2.25437, 2.29278, -2.10182], [-1.06541, 4.69198, -1.45931], [1.27431, 4.00593, -0.27994]],
  "forces_ev_per_angstrom": [[0.461, -0.218, -1.323], [1.230, -0.461, -0.312], [0.389, 0.240, -2.450], [0.639, 1.433, -0.478], [0.332, -0.662, -0.295], [-1.383, 2.860, -1.814], [-0.278, -0.126, 0.091], [0.248, -2.830, 2.166], [-1.295, -1.052, 1.691], [2.167, -0.073, -1.647], [0.149, -0.047, -0.719], [0.067, 3.043, 1.016], [-1.784, -0.716, -0.751], [-0.482, 0.707, -0.642], [0.922, -1.415, 0.191], [-0.823, 0.086, 0.249], [-0.787, 0.010, 0.450], [-0.624, -0.304, 0.003], [-0.644, 1.334, -0.689], [1.157, 0.272, 0.475], [-0.662, -0.679, 2.501], [0.079, 0.373, 0.942], [0.226, 0.154, 0.899], [0.204, -1.909, -0.146], [-0.245, 0.417, -0.020], [-0.238, 0.290, 0.216], [0.314, -0.128, -0.051], [0.221, -1.246, 0.058], [0.440, 0.649, 0.389]],
  "lowdin_charge": [-0.0071, -0.5408, -0.0218, -0.0289, 0.0230, -0.3789, 0.1269, -0.2565, -0.6851, 0.2404, 0.1734, 0.0044, -0.0171, -0.1593, 0.1050, 0.0803, 0.0825, 0.1000, 0.1022, 0.0464, 0.1359, 0.0933, 0.0924, 0.1156, 0.1302, 0.1147, 0.1208, 0.1086, 0.0996]
}